[1]
Entry from OMol25: an isolated molecule of C20H27N3O2S (ωB97M-V/def2-TZVPD).

Its HOMO-LUMO gap is 0.3252 Ha. The calculation puts the HOMO energy at -8.26 eV. The multiplicity is 1. Its energy relative to the best compared isomer or geometry (same formula, charge and spin) is 226.6 kJ/mol. As for the structure (SMILES): CCCCNC(=O)CNC(=S)N(Cc1ccc(C)cc1)Cc1ccco1.

Each line ends with the Mulliken charge.
Cartesian coordinates (Å):
C 5.93578 -4.22072 1.58691  -1.1634
C 4.92975 -3.47545 2.45639  -0.5288
C 3.65478 -3.09143 1.70673  -0.2366
C 2.80564 -4.30209 1.31456  -0.8340
N 1.58341 -3.88992 0.66356  0.0329
C 0.37817 -3.97942 1.24148  0.8339
O 0.15726 -4.49481 2.31944  -0.6761
C -0.74146 -3.32478 0.41111  -1.3714
N -0.80316 -1.90457 0.68042  -0.0901
C -0.07320 -0.98487 0.00591  0.6774
S 0.90549 -1.44115 -1.26484  -0.5151
N -0.16962 0.31222 0.36955  0.0633
C -1.15117 0.84155 1.30443  -0.9659
C -1.91190 1.99518 0.69930  0.6905
C -2.72667 1.77607 -0.40566  -0.1154
C -3.39754 2.82597 -0.99809  -0.8022
C -3.28342 4.11887 -0.49676  1.0620
C -4.01404 5.24829 -1.15503  -1.5349
C -2.48428 4.32835 0.61702  -0.8460
C -1.80100 3.27927 1.20707  -0.6941
C 0.72133 1.29823 -0.22011  -1.9101
C 0.14646 1.99768 -1.41083  0.7951
C -0.28654 1.53991 -2.61997  -0.1349
C -0.73432 2.67711 -3.33443  -0.7306
C -0.53608 3.73823 -2.50918  -0.5931
O -0.00245 3.33944 -1.34298  -0.3370
H 6.85972 -4.38295 2.13719  0.3647
H 5.55020 -5.19029 1.28362  0.3164
H 6.16648 -3.64504 0.69318  0.2850
H 5.39736 -2.56193 2.83104  0.3206
H 4.66713 -4.09067 3.31948  0.3091
H 3.04952 -2.44110 2.34333  0.2408
H 3.91392 -2.53021 0.80539  0.3128
H 3.35992 -4.95177 0.63216  0.2635
H 2.52115 -4.87108 2.20274  0.3709
H 1.66899 -3.33440 -0.18376  0.0920
H -0.56903 -3.47058 -0.65646  0.5826
H -1.69690 -3.76682 0.70146  0.3863
H -1.11660 -1.68007 1.61290  0.2492
H -1.86990 0.06320 1.56624  0.4389
H -0.63790 1.16929 2.21814  0.1245
H -2.81731 0.77848 -0.81125  0.3851
H -4.01490 2.64535 -1.86593  0.4019
H -5.08771 5.14288 -1.00037  0.3530
H -3.83174 5.24394 -2.22838  0.3415
H -3.70085 6.20650 -0.74848  0.3767
H -2.38224 5.32425 1.02328  0.3100
H -1.17307 3.46602 2.06692  0.3628
H 0.95239 2.04960 0.53957  0.4003
H 1.64055 0.77823 -0.51020  0.7867
H -0.27839 0.52494 -2.95907  0.5266
H -1.14139 2.69479 -4.32443  0.4577
H -0.71875 4.78751 -2.62831  0.5651

[2]
Entry from OMol25: an isolated molecule of CN2O in a non-equilibrium geometry (ωB97M-V/def2-TZVPD).

Its HOMO-LUMO gap is 0.3398 Ha. The calculation puts the HOMO energy at -10.52 eV. The multiplicity is 1. Its energy relative to the best compared isomer or geometry (same formula, charge and spin) is 0.0 kJ/mol. As for the structure (SMILES): O=c1nn1.

Each line ends with the Mulliken charge.
Cartesian coordinates (Å):
O 1.47815 0.05543 -0.02934  -0.4328
C 0.29829 -0.08025 0.06605  0.7379
N -0.85559 0.66161 -0.02002  -0.1266
N -0.92085 -0.63678 -0.01669  -0.1786

[3]
Entry from OMol25: a structure of composition C43H50BrN4O8SiW in a non-equilibrium geometry (ωB97M-V/def2-TZVPD).

Its HOMO-LUMO gap (spin up / spin down) is 0.2580 / 0.2479 Ha. The calculation puts the HOMO energy (spin up / spin down) at -5.52 / -5.57 eV. The multiplicity is 3. The expectation value of S² is 2.01. Its energy relative to the best compared isomer or geometry (same formula, charge and spin) is 11.7 kJ/mol. As for the total charge: -1.

Each line ends with the Löwdin spin population.
Cartesian coordinates (Å):
W 0.95154 -0.12835 0.49998  1.5677
C -3.87874 -6.40114 -0.47275  0.0002
C -3.20175 -5.68162 -1.64785  0.0003
C -2.60421 -6.73629 -2.57990  0.0000
C -4.25466 -4.88936 -2.43462  0.0001
C -2.14105 -4.72596 -1.10686  0.0022
C -2.52238 -3.66454 -0.29505  -0.0001
C -1.57150 -2.80699 0.20706  0.0032
Br -2.17949 -1.34818 1.27071  0.0178
C -0.20162 -2.93052 -0.06432  0.0071
O 0.67395 -2.09445 0.50486  0.0407
C 0.19704 -3.97416 -0.91760  0.0023
C -0.78898 -4.84631 -1.38748  -0.0004
C 1.63178 -4.24239 -1.40602  0.0004
C 1.63112 -4.27514 -2.94685  0.0002
C 2.09340 -5.60534 -0.86493  0.0001
C 2.68302 -3.21037 -0.99660  0.0018
H -4.64199 -7.09430 -0.83719  0.0000
H -4.36150 -5.68979 0.19954  0.0000
H -3.14616 -6.96616 0.10737  0.0000
H -3.40047 -7.37928 -2.96071  0.0000
H -1.88271 -7.37179 -2.06126  0.0000
H -2.10422 -6.27734 -3.43543  0.0000
H -5.01010 -5.56704 -2.84154  0.0000
H -3.79353 -4.34746 -3.26212  0.0000
H -4.76526 -4.15980 -1.80485  0.0000
H -3.56194 -3.49117 -0.05012  0.0002
H -0.46626 -5.65520 -2.02578  -0.0001
H 1.01092 -5.07526 -3.35203  0.0000
H 2.65044 -4.43149 -3.30787  0.0000
H 1.26938 -3.32714 -3.35005  0.0000
H 1.42110 -6.41344 -1.15971  0.0000
H 2.14534 -5.58709 0.22587  0.0000
H 3.09045 -5.83732 -1.24785  0.0000
H 2.43378 -2.21074 -1.34922  0.0009
H 3.63466 -3.49386 -1.45250  0.0001
H 2.82774 -3.16209 0.07879  0.0003
O 4.21357 -1.83563 2.33814  0.0274
C 3.19438 -1.24283 2.08015  0.0131
O 2.87014 -0.71231 0.94092  0.0466
C 2.16312 -0.99725 3.14884  0.0176
C 2.33048 -1.37050 4.46915  -0.0020
C 1.33576 -1.04277 5.37135  0.0158
C 0.21764 -0.35407 4.93085  -0.0024
C 0.11930 -0.02325 3.59662  0.0154
N 1.07666 -0.34563 2.72507  0.0113
H 3.23138 -1.89901 4.74532  -0.0001
H 1.43308 -1.31783 6.41404  0.0010
H -0.57507 -0.06782 5.60802  -0.0005
H -0.72153 0.51828 3.19031  0.0004
O 4.50035 3.41962 -4.48077  0.0011
C 4.79096 3.51604 -3.27728  0.0011
O 5.54693 4.30059 -2.67626  0.0011
C 3.84252 2.71863 -2.33465  0.0122
C 3.97321 2.81314 -0.95588  -0.0015
C 3.13774 2.09501 -0.13197  0.0162
N 2.15403 1.32964 -0.61997  0.0107
C 2.00592 1.25516 -1.95612  0.0122
C 2.84345 1.89864 -2.84125  -0.0029
C 0.86527 0.39347 -2.40514  0.0106
O 0.50831 0.32709 -3.55051  0.0151
O 0.28963 -0.25486 -1.40923  0.0353
H 4.75244 3.44603 -0.55317  -0.0003
H 3.24275 2.11996 0.94202  0.0022
H 2.71692 1.80408 -3.91042  -0.0003
C -2.53359 2.55588 3.02654  0.0004
C -2.26139 3.24713 1.68775  -0.0006
C -2.63257 4.72944 1.79711  -0.0002
C -3.14479 2.60159 0.61155  0.0001
Si -0.44866 3.03415 1.14039  0.0104
O -0.18626 1.43874 0.93278  0.0746
C 0.72377 3.71989 2.44427  0.0006
C 0.67358 5.05769 2.84958  0.0002
C 1.54748 5.56252 3.80202  0.0002
C 2.50119 4.73597 4.37997  0.0002
C 2.57360 3.40612 3.99259  0.0005
C 1.69428 2.91378 3.03775  0.0031
C -0.19900 3.92926 -0.49491  0.0031
C 0.24754 5.24476 -0.62282  0.0005
C 0.42800 5.82709 -1.86988  0.0003
C 0.16879 5.10159 -3.02421  0.0001
C -0.27979 3.79247 -2.92466  0.0001
C -0.46079 3.22334 -1.67185  0.0007
H -3.51931 2.84629 3.40835  0.0000
H -1.79250 2.81794 3.78884  0.0000
H -2.54759 1.46742 2.91307  0.0002
H -3.70849 4.82055 1.98929  -0.0001
H -2.41377 5.27552 0.87466  0.0000
H -2.11777 5.22051 2.62583  0.0000
H -4.20165 2.67975 0.89383  0.0000
H -2.91386 1.54152 0.48125  0.0000
H -3.02403 3.09575 -0.35582  0.0000
H -0.05452 5.73388 2.41508  0.0000
H 1.48612 6.60535 4.08811  0.0000
H 3.18910 5.12913 5.11804  0.0000
H 3.32048 2.75068 4.42505  0.0000
H 1.78202 1.87827 2.74090  0.0035
H 0.49922 5.82768 0.25795  0.0000
H 0.79875 6.84223 -1.94035  0.0000
H 0.34551 5.54433 -3.99614  0.0000
H -0.45019 3.19441 -3.81240  0.0000
H -0.78286 2.18993 -1.61059  0.0002
N -3.56264 1.15901 -2.82006  0.0000
N -2.79765 0.15960 -2.12864  0.0001
H -3.07720 2.05118 -2.84759  0.0000
H -4.41759 1.29543 -2.29921  0.0000
H -2.24419 0.58560 -1.38715  0.0000
H -2.13331 -0.22614 -2.78956  0.0000

[4]
Entry from OMol25: an isolated molecule of F2HNS in a non-equilibrium geometry (ωB97M-V/def2-TZVPD).

Its HOMO-LUMO gap is 0.3990 Ha. The calculation puts the HOMO energy at -10.49 eV. The multiplicity is 1. Its energy relative to the best compared isomer or geometry (same formula, charge and spin) is 178.6 kJ/mol. As for the structure (SMILES): FNSF.

Each line ends with the Mulliken charge.
Cartesian coordinates (Å):
F -0.05401 1.47606 -0.71560  -0.2719
N -0.22664 0.01891 -0.51884  -0.0417
S 0.92367 -0.79548 0.09595  0.2989
F 0.61137 -0.90347 1.79807  -0.3213
H -1.25439 0.20398 -0.65958  0.3361

[5]
Entry from OMol25: a cluster of 2 separate species, CH7NS2 in total in a non-equilibrium geometry (ωB97M-V/def2-TZVPD).

Its HOMO-LUMO gap is 0.3162 Ha. The calculation puts the HOMO energy at -8.42 eV. The multiplicity is 1. Its energy relative to the best compared isomer or geometry (same formula, charge and spin) is 139.7 kJ/mol. As for the structure (SMILES): CSS.N.

Each line ends with the Mulliken charge.
Cartesian coordinates (Å):
C 1.96460 1.16962 -0.74727  -0.6922
S 0.74461 0.23090 0.26077  -0.0327
S 0.01618 -1.13924 -1.23603  -0.2132
H 1.50690 2.13245 -0.79611  0.2681
H 3.04295 1.33783 -0.48363  0.2947
H 1.94983 0.49928 -1.62303  0.2291
H -0.41678 -2.22221 -0.75775  0.1330
N -2.96044 0.54195 2.38125  -0.5448
H -2.69024 1.17228 1.66536  0.1985
H -3.12146 1.03417 3.17407  0.1813
H -3.50837 -0.23176 2.24005  0.1783

[6]
Entry from OMol25: the ion C7H14N with charge +2 in a non-equilibrium geometry (ωB97M-V/def2-TZVPD).

Its HOMO-LUMO gap (spin up / spin down) is 0.3976 / 0.2586 Ha. The calculation puts the HOMO energy (spin up / spin down) at -18.47 / -18.63 eV. The multiplicity is 2. The expectation value of S² is 0.77. Its energy relative to the best compared isomer or geometry (same formula, charge and spin) is 206.4 kJ/mol. As for the total charge: +2.

Each line ends with the Löwdin spin population.
Cartesian coordinates (Å):
C 1.38756 2.07448 0.16371  0.0009
C 0.19463 1.33960 0.64298  0.0133
C -0.59516 0.44621 -0.36659  0.0365
C -0.29711 -3.97752 0.24057  0.3201
C -1.22643 -3.14233 0.65754  0.1757
C -1.54899 -1.83238 0.14893  0.1168
C -0.46233 -1.00050 0.05799  0.2650
N 1.06422 2.98903 -1.12171  0.0015
H 1.96530 2.60678 0.84923  0.0003
H 2.09698 1.27477 -0.24881  0.0003
H -0.55086 2.13685 1.13851  0.0014
H 0.51026 0.90017 1.53555  0.0004
H -0.12859 0.77858 -1.33433  0.0146
H -1.68316 0.84669 -0.14581  0.0006
H -0.05595 -4.83087 0.81466  0.0135
H 0.21832 -3.71124 -0.63470  0.0150
H -1.68593 -3.56625 1.62777  0.0114
H -2.55331 -1.57638 -0.00072  0.0026
H 0.57142 -1.28692 0.30659  0.0091
H 1.86248 3.41934 -1.59188  0.0001
H 0.39857 3.77088 -0.95484  0.0001
H 0.51811 2.34102 -1.78463  0.0009